Record 1
A 7-piece molecular cluster, C45H71NO21 overall at a distorted geometry. Source: the OMol25 dataset; level of theory: ωB97M-V/def2-TZVPD.

Positions of all 138 atoms, in Å:
C  0.28  1.36  0.79
C  0.16  0.26  -0.15
C  0.86  0.34  -1.61
C  0.94  -1.11  -2.35
C  1.70  -2.16  -1.41
C  2.89  -1.56  -0.54
C  4.18  -0.88  -1.06
C  5.27  -0.29  -0.10
C  5.07  -0.40  1.45
C  3.81  -1.10  2.02
C  2.77  -1.66  1.03
C  -0.65  -1.35  -2.64
C  -1.30  -2.78  -2.29
C  -2.67  -2.69  -1.44
C  -2.98  -4.14  -0.77
O  -2.61  -1.74  -0.34
C  -3.87  -1.07  -0.13
C  -4.14  0.16  -1.11
C  -4.98  -0.05  -2.42
C  -5.28  1.12  -3.43
C  -4.75  2.58  -3.20
C  -3.92  2.79  -1.89
C  -3.62  1.62  -0.88
C  -0.96  -1.23  -4.24
O  -2.07  -1.12  -4.82
N  0.38  -1.34  -4.78
C  1.52  -0.93  -3.87
C  2.66  -1.98  -4.36
C  1.84  0.55  -4.40
C  3.26  1.16  -3.96
O  4.39  0.63  -4.71
H  1.14  1.27  1.56
H  -0.43  2.25  0.82
H  -0.39  -0.68  0.19
H  1.88  0.83  -1.46
H  0.14  0.98  -2.25
H  0.91  -2.54  -0.65
H  2.05  -3.12  -1.96
H  4.35  -0.75  -2.18
H  6.17  0.22  -0.59
H  5.83  0.05  2.17
H  3.63  -1.22  3.15
H  1.81  -2.17  1.43
H  -1.39  -0.58  -2.23
H  -0.62  -3.52  -1.76
H  -1.60  -3.29  -3.29
H  -3.57  -2.37  -2.10
H  -2.17  -4.28  0.05
H  -2.96  -4.96  -1.56
H  -3.99  -4.03  -0.24
H  -3.87  -0.63  0.94
H  -4.72  -1.85  -0.24
H  -5.43  -1.07  -2.68
H  -5.91  0.96  -4.38
H  -4.99  3.44  -3.93
H  -3.56  3.87  -1.71
H  -3.02  1.88  0.05
H  0.52  -1.18  -5.79
H  2.21  -3.03  -4.36
H  2.87  -1.72  -5.47
H  3.65  -1.90  -3.80
H  1.87  0.49  -5.56
H  1.05  1.33  -4.15
H  3.22  2.29  -4.22
H  3.48  1.11  -2.84
H  4.96  0.07  -4.14
C  4.04  2.72  3.16
O  2.98  3.67  3.11
C  3.36  4.91  2.75
O  4.49  5.26  2.49
O  2.27  5.70  2.74
C  2.53  7.05  2.38
H  3.61  1.76  3.46
H  4.50  2.60  2.18
H  4.78  3.01  3.91
H  2.93  7.11  1.37
H  3.22  7.52  3.09
H  1.58  7.59  2.41
C  3.84  -8.85  -5.87
O  3.02  -8.13  -6.78
C  2.22  -7.22  -6.19
O  2.16  -6.98  -5.01
O  1.50  -6.61  -7.16
C  0.61  -5.61  -6.68
H  4.44  -9.55  -6.45
H  4.52  -8.17  -5.34
H  3.24  -9.42  -5.16
H  1.15  -4.81  -6.18
H  -0.13  -6.05  -6.00
H  0.08  -5.19  -7.53
C  3.13  -0.89  7.81
O  2.07  0.06  7.76
C  2.46  1.30  7.40
O  3.58  1.64  7.13
O  1.37  2.09  7.39
C  1.62  3.44  7.03
H  2.71  -1.85  8.11
H  3.59  -1.00  6.83
H  3.88  -0.59  8.55
H  2.02  3.50  6.01
H  2.31  3.91  7.74
H  0.68  3.99  7.06
C  3.67  7.45  7.24
O  3.07  8.67  7.67
C  1.90  8.52  8.30
O  1.35  7.47  8.53
O  1.45  9.73  8.65
C  0.20  9.72  9.34
H  4.61  7.69  6.74
H  3.89  6.81  8.10
H  3.03  6.93  6.53
H  0.28  9.18  10.28
H  -0.58  9.29  8.71
H  -0.07  10.76  9.56
C  -0.80  -3.63  6.63
O  -0.42  -3.36  5.28
C  -1.45  -3.04  4.47
O  -2.61  -2.97  4.79
O  -0.96  -2.82  3.24
C  -1.94  -2.47  2.27
H  0.10  -3.87  7.19
H  -1.26  -2.74  7.08
H  -1.48  -4.48  6.67
H  -2.44  -1.54  2.55
H  -2.67  -3.27  2.14
H  -1.43  -2.31  1.32
C  -7.00  -2.73  -6.33
O  -7.81  -1.99  -7.24
C  -8.59  -1.06  -6.66
O  -8.65  -0.82  -5.48
O  -9.30  -0.46  -7.63
C  -10.18  0.56  -7.16
H  -6.41  -3.45  -6.90
H  -6.31  -2.06  -5.81
H  -7.62  -3.27  -5.61
H  -9.61  1.36  -6.67
H  -10.92  0.15  -6.48
H  -10.70  0.98  -8.02

Output
LUMO ... -0.5101 eV
Highest occupied orbital energy ... -7.01 eV
Calculated total energy ... -3391.55834 Eh
Relative energy (zero: lowest compared OMol25 entry of this formula, charge and spin) ... 1108.9 kJ/mol
2S+1 ... 1
HOMO-LUMO gap ... 0.2388 Eh
Structure (SMILES) ... C=CC[C@@]1(Cc2ccccc2)[C@H](C[C@@H](C)OCc2ccccc2)C(=O)N[C@@]1(C)CCO.COC(=O)OC.COC(=O)OC.COC(=O)OC.COC(=O)OC.COC(=O)OC.COC(=O)OC

Record 2
A 5-piece molecular cluster, C45H73BN4O4P3 overall at a distorted geometry. Source: the OMol25 dataset; level of theory: ωB97M-V/def2-TZVPD.

Positions of all 130 atoms, in Å:
C  1.16  -6.46  2.56
C  1.07  -5.12  1.56
P  -0.72  -4.59  1.15
C  -0.78  -2.72  1.65
C  -1.13  -4.80  -0.75
C  -0.41  -6.17  -1.33
C  -1.11  -7.59  -0.97
C  -1.34  -7.96  0.60
O  -2.17  -9.22  0.61
C  -0.41  -3.58  -1.63
C  1.16  -3.32  -1.28
C  1.87  -2.21  -2.31
C  3.45  -1.89  -1.87
C  4.37  -1.47  -3.16
C  3.48  -0.83  -0.62
C  3.74  0.73  -1.03
C  2.38  1.50  -1.62
C  1.23  1.96  -0.79
C  0.37  1.00  0.24
C  0.78  3.55  -0.89
C  -1.34  -2.24  -1.77
C  -2.79  -2.66  -2.47
O  -3.74  -1.66  -2.01
B  -2.56  -2.37  -4.11
N  -3.64  -1.62  -4.88
O  -1.34  -2.77  -4.85
N  -3.15  -4.10  -2.35
P  -4.75  -4.60  -2.98
N  -5.94  -3.54  -2.89
C  -2.78  -4.77  -1.00
P  -3.77  -4.10  0.50
N  -5.49  -3.84  0.16
O  -3.84  -5.34  1.78
H  1.58  -6.14  3.63
H  1.81  -7.32  2.09
H  0.06  -6.81  2.75
H  1.79  -5.24  0.64
H  1.55  -4.25  2.22
H  -1.77  -2.18  1.30
H  -0.85  -2.74  2.84
H  0.20  -2.13  1.41
H  0.72  -6.25  -0.96
H  -0.31  -6.17  -2.52
H  -2.14  -7.71  -1.55
H  -0.42  -8.45  -1.43
H  -0.31  -8.27  1.05
H  -1.95  -7.19  1.23
H  -3.14  -8.92  0.64
H  -0.40  -4.02  -2.75
H  1.40  -2.98  -0.19
H  1.77  -4.33  -1.47
H  1.80  -2.65  -3.39
H  1.33  -1.17  -2.30
H  3.88  -2.92  -1.47
H  3.97  -0.53  -3.75
H  4.47  -2.34  -3.95
H  5.43  -1.14  -2.71
H  2.46  -0.93  -0.05
H  4.39  -1.15  0.09
H  3.99  1.31  -0.02
H  4.69  0.90  -1.73
H  2.35  1.73  -2.78
H  1.08  0.60  1.10
H  -0.10  0.06  -0.29
H  -0.43  1.68  0.76
H  -0.28  3.58  -1.38
H  1.51  4.16  -1.59
H  0.73  4.05  0.19
H  -0.81  -1.49  -2.54
H  -1.50  -1.62  -0.79
H  -4.42  -2.00  -1.37
H  -4.53  -2.14  -4.68
H  -3.76  -0.63  -4.51
H  -1.44  -3.69  -5.24
H  -2.51  -4.62  -3.03
H  -4.64  -5.02  -4.38
H  -5.14  -5.81  -2.24
H  -6.72  -3.91  -2.31
H  -3.23  -5.87  -1.15
H  -6.09  -4.37  0.86
H  -5.68  -2.83  0.37
H  -4.38  -6.12  1.43
C  -1.53  -9.61  4.07
C  -1.37  -10.73  3.25
C  -1.82  -11.98  3.69
C  -2.43  -12.10  4.93
C  -2.59  -10.98  5.75
C  -2.13  -9.74  5.32
H  -1.17  -8.64  3.73
H  -0.90  -10.63  2.28
H  -1.69  -12.85  3.05
H  -2.78  -13.07  5.27
H  -3.06  -11.08  6.72
H  -2.25  -8.86  5.95
C  -1.45  8.40  -3.69
C  -0.19  7.82  -3.58
C  0.15  7.10  -2.43
C  -0.78  6.95  -1.40
C  -2.05  7.53  -1.52
C  -2.38  8.26  -2.66
H  -1.71  8.97  -4.58
H  0.53  7.93  -4.38
H  1.13  6.65  -2.34
H  -0.52  6.39  -0.51
H  -2.78  7.41  -0.72
H  -3.36  8.71  -2.75
C  1.93  10.52  2.24
C  2.37  9.64  1.25
C  1.52  9.28  0.21
C  0.23  9.80  0.15
C  -0.21  10.68  1.14
C  0.64  11.04  2.19
H  2.60  10.80  3.06
H  3.38  9.24  1.29
H  1.86  8.59  -0.56
H  -0.43  9.52  -0.66
H  -1.22  11.09  1.09
H  0.29  11.72  2.96
C  6.63  13.05  3.09
C  5.34  12.63  2.76
C  4.24  13.32  3.25
C  4.42  14.44  4.05
C  5.70  14.87  4.38
C  6.81  14.17  3.90
H  7.50  12.51  2.71
H  5.21  11.75  2.13
H  3.23  12.98  3.00
H  3.55  14.99  4.43
H  5.84  15.75  5.00
H  7.81  14.50  4.15

Output
LUMO ... -3.4137 eV
Highest occupied orbital energy ... -9.50 eV
Calculated total energy ... -3326.65668 Eh
2S+1 ... 1
HOMO-LUMO gap ... 0.2235 Eh
Total charge ... +1

Record 3
A 18-piece molecular cluster, C45H73ClFN20 overall at a distorted geometry. Source: the OMol25 dataset; level of theory: ωB97M-V/def2-TZVPD.

Positions of all 140 atoms, in Å:
C  1.70  -1.94  0.91
C  0.73  -2.26  -0.19
C  0.49  -3.68  -0.53
N  0.10  -1.39  -0.91
N  -0.50  -0.31  -0.19
C  -1.34  -0.65  1.00
C  -2.72  -1.20  0.57
C  -2.93  -2.71  0.92
N  -2.23  -3.20  2.10
C  -3.89  -0.39  1.13
C  -5.22  -0.72  0.43
F  -5.63  0.31  -0.38
C  -2.63  -0.87  -0.97
C  -1.55  0.22  -1.13
C  -1.08  0.34  -2.59
Cl  -2.08  1.89  -0.74
H  2.37  -1.13  0.64
H  2.33  -2.80  1.05
H  1.23  -1.76  1.88
H  0.33  -3.70  -1.61
H  -0.43  -4.04  -0.08
H  1.29  -4.33  -0.23
H  0.15  0.40  0.20
H  -0.80  -1.12  1.82
H  -1.59  0.33  1.42
H  -2.67  -3.28  0.03
H  -3.98  -2.92  1.10
H  -1.25  -3.40  1.90
H  -2.19  -2.47  2.81
H  -4.03  -0.58  2.20
H  -3.72  0.67  1.00
H  -5.03  -1.55  -0.25
H  -6.01  -1.04  1.10
H  -2.42  -1.79  -1.49
H  -3.50  -0.39  -1.41
H  -0.11  0.85  -2.62
H  -1.82  0.94  -3.10
H  -1.03  -0.62  -3.08
C  0.81  -7.47  2.17
C  0.92  -6.02  2.06
N  1.00  -4.88  1.95
H  -0.19  -7.74  2.49
H  1.02  -7.93  1.20
H  1.53  -7.83  2.90
C  2.58  -1.42  -3.16
C  3.35  -0.58  -4.08
N  3.94  0.08  -4.80
H  2.46  -2.42  -3.59
H  3.10  -1.49  -2.21
H  1.60  -0.99  -3.00
C  5.47  -0.59  2.79
C  5.17  -1.10  1.44
N  4.94  -1.51  0.40
H  4.88  -1.13  3.53
H  6.52  -0.73  3.01
H  5.23  0.46  2.84
C  -5.99  1.47  4.43
C  -4.71  0.83  4.75
N  -3.71  0.33  4.98
H  -6.15  2.30  5.10
H  -5.98  1.83  3.41
H  -6.80  0.75  4.54
C  -10.24  -0.89  4.69
C  -9.47  -0.07  3.75
N  -8.87  0.57  3.02
H  -10.46  -1.85  4.24
H  -9.65  -1.04  5.60
H  -11.17  -0.38  4.94
C  2.54  -6.36  -2.62
C  1.19  -6.66  -2.14
N  0.13  -6.88  -1.76
H  3.27  -6.91  -2.02
H  2.63  -6.67  -3.66
H  2.73  -5.29  -2.54
C  -8.25  2.40  0.10
C  -9.53  2.37  -0.61
N  -10.53  2.35  -1.16
H  -8.32  1.83  1.02
H  -7.47  1.97  -0.53
H  -7.98  3.43  0.33
C  5.38  -8.70  -5.50
C  4.04  -8.97  -4.99
N  2.99  -9.18  -4.60
H  6.12  -9.24  -4.91
H  5.46  -9.01  -6.53
H  5.59  -7.63  -5.43
C  -6.12  -1.48  7.44
C  -7.57  -1.28  7.38
N  -8.71  -1.13  7.34
H  -5.74  -1.67  6.44
H  -5.65  -0.58  7.83
H  -5.89  -2.32  8.08
C  -3.33  4.45  5.95
C  -4.69  4.48  5.40
N  -5.72  4.50  4.91
H  -3.31  3.86  6.87
H  -2.66  4.00  5.23
H  -2.99  5.45  6.18
C  0.27  -0.85  -6.33
C  0.68  -2.21  -5.97
N  1.01  -3.26  -5.69
H  1.13  -0.29  -6.71
H  -0.50  -0.89  -7.11
H  -0.13  -0.34  -5.46
C  -1.77  8.99  7.17
C  -1.52  7.56  7.35
N  -1.32  6.44  7.48
H  -0.92  9.46  6.68
H  -2.66  9.13  6.55
H  -1.94  9.46  8.14
C  -0.23  2.82  3.55
C  1.03  2.09  3.68
N  2.01  1.52  3.78
H  -0.27  3.65  4.26
H  -0.32  3.22  2.54
H  -1.07  2.15  3.75
C  4.19  3.08  -6.76
C  3.91  3.63  -8.09
N  3.68  4.06  -9.12
H  4.02  2.00  -6.76
H  5.23  3.27  -6.49
H  3.54  3.54  -6.02
C  7.32  5.18  -9.58
C  8.44  4.84  -8.71
N  9.32  4.57  -8.02
H  6.40  4.78  -9.18
H  7.24  6.26  -9.66
H  7.49  4.77  -10.58
C  8.71  -0.35  5.87
C  7.26  -0.35  5.71
N  6.12  -0.36  5.59
H  9.19  -0.50  4.91
H  9.03  0.61  6.29
H  9.01  -1.15  6.55
C  10.33  8.81  -9.35
C  9.04  8.44  -9.92
N  8.02  8.15  -10.37
H  10.56  8.15  -8.51
H  11.11  8.71  -10.10
H  10.30  9.84  -9.00

Output
LUMO ... -2.9978 eV
Highest occupied orbital energy ... -12.28 eV
Calculated total energy ... -3413.20875 Eh
2S+1 ... 1
HOMO-LUMO gap ... 0.3412 Eh
Total charge ... +1